Record 1
Entry from the Open Molecules 2025 dataset: a 2-piece molecular cluster, C6H7ClN2OS overall (wB97M-V/def2-TZVPD).

XYZ file:
```
18
Properties=species:S:1:pos:R:3:forces:R:3:nbo_charge:R:1
C 2.416 0.980 -0.530 1.92 0.33 -1.85 -0.304
C 1.502 1.472 0.337 -1.41 -0.28 1.75 -0.188
C 2.371 -0.407 -0.827 -1.53 0.60 2.35 0.043
C 0.550 0.622 0.853 -0.73 -0.36 0.92 -0.116
C 0.608 -0.770 0.651 0.13 -0.37 1.45 0.350
C -2.899 0.298 -1.717 -1.61 -0.03 2.69 -0.746
N 1.562 -1.243 -0.130 0.09 0.40 -1.34 -0.461
N -0.084 -1.716 1.411 2.24 -0.94 -2.15 -0.806
O -3.399 -0.566 0.713 0.85 -0.83 1.09 -0.902
S -3.956 0.054 -0.459 0.11 1.29 -3.25 1.191
Cl -0.578 1.208 2.046 -0.08 0.11 -0.08 -0.012
H 3.104 1.821 -0.864 -0.37 -1.98 -0.24 0.233
H 1.574 2.452 0.803 -0.12 0.07 -0.59 0.233
H 2.916 -1.041 -1.450 1.62 0.20 -1.36 0.211
H -3.086 0.963 -2.526 -0.72 0.10 -0.56 0.234
H -0.844 -1.502 1.976 -1.36 0.53 0.81 0.408
H -1.898 0.091 -1.487 1.44 -0.56 0.08 0.223
H 0.142 -2.716 1.200 -0.46 1.73 0.26 0.409
```
Forces are in eV/Å.

Values from the calculation:
Net charge   0
Orbital gap   0.29748 Ha

Record 2
Entry from the Open Molecules 2025 dataset: C18H30BCrF4N5OS as an isolated structure (wB97M-V/def2-TZVPD).

XYZ file:
```
61
Properties=species:S:1:pos:R:3:forces:R:3:nbo_charge:R:1
Cr 0.062 -0.010 1.456 0.02 0.60 0.33 1.214
C -1.483 2.570 0.474 0.05 -0.01 0.02 -0.221
C -2.099 2.645 1.881 0.10 -0.02 -0.02 -0.224
N -1.531 1.648 2.778 0.07 -0.01 -0.02 -0.675
C -0.760 2.154 3.914 0.12 -0.02 -0.10 -0.220
C 0.532 1.365 4.129 -0.21 -0.04 -0.15 -0.239
N 1.229 1.132 2.849 0.17 0.08 0.10 -0.649
C 1.797 2.340 2.212 -0.17 -0.08 -0.10 -0.230
C 0.826 3.091 1.271 -0.01 -0.06 0.03 -0.233
N -0.067 2.200 0.523 -0.05 -0.06 0.05 -0.657
H -1.984 1.787 -0.099 0.01 0.00 -0.02 0.212
H -1.658 3.525 -0.037 -0.01 0.03 -0.03 0.178
H -1.942 3.643 2.295 -0.03 0.04 0.04 0.182
H -3.179 2.524 1.784 -0.03 -0.01 0.01 0.211
H -2.191 0.939 3.058 -0.03 0.00 0.02 0.410
H -0.509 3.197 3.716 -0.04 0.02 0.03 0.182
H -1.334 2.142 4.843 -0.01 -0.01 0.06 0.206
H 1.177 1.905 4.829 0.02 0.04 0.04 0.187
H 0.303 0.391 4.556 0.03 -0.01 0.01 0.249
H 1.989 0.482 3.033 0.01 0.05 0.07 0.405
H 2.162 3.038 2.972 0.03 0.03 0.01 0.193
H 2.650 2.014 1.621 0.04 -0.05 -0.01 0.220
H 0.223 3.805 1.832 0.02 -0.05 0.00 0.193
H 1.444 3.683 0.593 -0.02 0.09 -0.01 0.204
H 0.276 2.029 -0.412 0.08 0.00 0.01 0.388
C 3.662 1.298 -2.591 -0.02 -0.01 0.01 -0.615
C 3.662 -0.214 -2.393 -0.04 0.10 0.00 -0.213
N 2.333 -0.811 -2.495 -0.08 0.12 -0.11 -0.397
C 1.892 -1.266 -3.819 0.03 0.02 0.00 -0.209
C 0.987 -0.280 -4.549 0.03 -0.01 0.09 -0.617
C 1.501 -0.906 -1.438 0.17 -0.16 0.15 0.375
S 2.070 -0.375 0.108 0.06 -0.08 -0.20 -0.340
N 0.344 -1.519 -1.702 -0.08 -0.15 -0.17 -0.656
C -0.738 -1.539 -0.948 0.00 0.16 -0.07 0.660
O -0.994 -0.806 0.048 -0.32 -0.14 -0.23 -0.747
C -1.823 -2.476 -1.360 0.00 -0.07 0.00 -0.064
C -2.879 -2.702 -0.482 0.02 -0.01 0.03 -0.179
C -3.892 -3.584 -0.825 -0.01 -0.02 -0.02 -0.214
C -3.859 -4.237 -2.049 0.03 0.02 0.00 -0.190
C -2.806 -4.013 -2.928 -0.04 -0.02 -0.01 -0.223
C -1.788 -3.139 -2.583 0.02 0.03 -0.01 -0.182
H 4.666 1.696 -2.428 -0.03 -0.01 -0.01 0.215
H 2.988 1.766 -1.872 0.03 0.00 -0.01 0.212
H 3.347 1.573 -3.598 0.00 -0.01 0.02 0.203
H 4.077 -0.455 -1.419 0.01 -0.05 0.03 0.232
H 4.286 -0.691 -3.148 0.02 -0.04 -0.02 0.198
H 1.374 -2.214 -3.695 0.00 -0.03 0.03 0.227
H 2.794 -1.450 -4.403 0.02 0.00 0.00 0.195
H 0.096 -0.081 -3.952 0.00 0.00 -0.02 0.220
H 0.671 -0.700 -5.506 0.02 0.01 0.04 0.216
H 1.499 0.664 -4.744 -0.03 -0.02 0.01 0.201
H -2.877 -2.199 0.476 -0.02 0.00 0.01 0.237
H -4.704 -3.769 -0.134 0.02 0.01 -0.01 0.216
H -4.650 -4.926 -2.318 0.01 0.00 0.00 0.212
H -2.779 -4.527 -3.881 0.01 0.02 0.02 0.212
H -0.959 -2.957 -3.253 0.00 -0.01 0.00 0.225
F -1.001 -3.246 3.384 0.02 0.15 0.06 -0.533
B -0.698 -1.929 3.599 0.04 -0.01 -0.02 1.345
F -1.527 -1.079 2.754 0.11 -0.20 0.16 -0.580
F -0.850 -1.520 4.919 0.01 -0.06 -0.18 -0.551
F 0.640 -1.624 3.153 -0.16 -0.11 0.11 -0.575
```
Forces are in eV/Å.

Values from the calculation:
Multiplicity   5
Net charge   0
Orbital gap (spin up / spin down)   0.27477 / 0.32919 Ha

Record 3
Entry from the Open Molecules 2025 dataset: an isolated molecule of BrIO2S2 (wB97M-V/def2-TZVPD).

XYZ file:
```
6
Properties=species:S:1:pos:R:3:forces:R:3:nbo_charge:R:1
O -0.922 -1.960 -0.962 0.34 1.95 1.71 -0.846
O 0.474 -0.449 0.590 0.93 -0.35 0.26 -0.930
S -1.017 -1.052 0.204 0.06 -1.73 -0.79 1.384
S 1.246 0.962 1.145 -1.77 -1.24 0.59 0.493
Br 2.281 1.489 -0.577 0.88 0.60 -1.35 -0.010
I -2.062 1.011 -0.400 -0.45 0.78 -0.42 -0.092
```
Forces are in eV/Å.

Values from the calculation:
Net charge   0
Orbital gap   0.31847 Ha

Record 4
Entry from the Open Molecules 2025 dataset: a 2-piece molecular cluster, C4H11NO overall (wB97M-V/def2-TZVPD).

XYZ file:
```
17
Properties=species:S:1:pos:R:3:forces:R:3:nbo_charge:R:1
C 0.826 2.376 -0.815 -1.54 -1.41 0.76 -0.496
C 0.551 1.759 0.356 1.41 1.78 -0.25 0.017
N -0.201 0.652 0.635 -0.82 -0.49 -0.49 -0.634
C 0.005 -0.050 1.883 1.29 0.10 0.37 -0.206
C -0.967 -1.204 2.115 -1.14 1.49 -0.96 -0.627
H 1.205 3.383 -0.761 0.38 -0.11 -0.40 0.208
H 0.412 1.903 -1.705 0.24 0.58 -0.19 0.192
H 1.042 2.249 1.199 -0.20 -0.26 0.44 0.159
H -1.158 0.698 0.307 0.26 -0.14 0.01 0.384
H -0.009 0.622 2.766 -0.29 0.06 -0.38 0.164
H 1.055 -0.372 1.850 -0.22 -0.32 0.12 0.190
H -1.454 -0.976 3.068 0.28 -1.14 0.11 0.221
H -0.620 -2.201 1.868 0.30 -0.09 0.73 0.227
H -1.786 -1.055 1.391 0.06 -0.05 0.13 0.203
H 0.395 -1.923 -5.095 -0.41 0.00 0.34 0.465
H 0.665 -3.287 -4.594 0.07 -0.51 0.22 0.463
O 0.039 -2.575 -4.469 0.33 0.51 -0.55 -0.928
```
Forces are in eV/Å.

Values from the calculation:
SMILES   C=CNCC.O
Net charge   0
Orbital gap   0.33138 Ha

Let's list F_max in order: 3.50, 0.68, 2.62, 2.29 eV/A.
Let's list ΔE to the lowest compared entry with this formula, charge and spin in order: 16.2, 6.9, 10.7, 47.2 kcal per mole.